Entry 1:
{"formula": "C4H10N2O2", "method": "wB97M-V/def2-TZVPD", "e_above_lowest_kcal_mol": 158.26, "e_lumo_ev": [0.117, 0.116], "charge": 0, "symbols": ["C", "C", "C", "O", "H", "H", "H", "H", "H", "H", "N", "C", "O", "N", "H", "H", "H", "H"], "positions_angstrom": [[-1.5109, 0.2959, 0.4821], [-2.0484, -1.1002, 0.2710], [-1.0553, 1.0656, -1.0415], [-1.5579, 0.7659, -2.0550], [0.3587, 1.1701, -0.8967], [-2.3153, 1.0052, 0.6916], [-0.7982, 0.4162, 1.2900], [-2.7608, -1.3621, 1.0562], [-1.2442, -1.8336, 0.2598], [-2.5816, -1.1523, -0.6782], [2.7092, 0.9808, -0.3244], [1.5843, 0.2261, -0.6917], [1.4246, -0.5254, 1.4584], [1.0224, -0.6980, 0.1267], [0.9120, -1.1925, 1.9300], [2.5925, 1.4734, 0.5507], [3.5761, 0.6735, -0.7416], [1.6928, -0.2087, -1.6872]]}

=====

Entry 2:
{"formula": "C21H23AsN3O4SV", "method": "wB97M-V/def2-TZVPD", "e_above_lowest_kcal_mol": 20.92, "e_lumo_ev": [-7.900, -7.985], "spin_multiplicity": 3, "charge": 2, "symbols": ["V", "O", "C", "O", "C", "C", "C", "C", "C", "N", "C", "O", "O", "H", "H", "H", "H", "H", "C", "As", "C", "C", "C", "C", "C", "C", "C", "C", "H", "H", "H", "H", "H", "H", "H", "H", "H", "H", "H", "H", "H", "C", "C", "C", "C", "N", "C", "S", "N", "H", "H", "H", "H", "H"], "positions_angstrom": [[0.7801, 0.9675, 0.0239], [4.5936, 1.4749, 1.6593], [3.3835, 1.5347, 1.2046], [2.6037, 0.5858, 1.1502], [2.8988, 2.8501, 0.7384], [3.5863, 4.0521, 0.7747], [2.9245, 5.1991, 0.3584], [1.6144, 5.1063, -0.0912], [1.0125, 3.8577, -0.1060], [1.6403, 2.7503, 0.3090], [-0.3126, 3.4559, -0.6094], [-1.2161, 4.2446, -1.0931], [-0.5410, 2.2453, -0.5665], [4.8225, 0.5870, 1.9806], [4.6110, 4.0824, 1.1198], [3.4274, 6.1564, 0.3820], [1.0888, 5.9923, -0.4229], [-0.9852, 5.1859, -1.0944], [-2.7198, 0.7777, 1.1079], [-1.4421, -0.1904, -0.0016], [-2.2914, -0.0802, -1.7389], [-1.7564, -2.0917, 0.4811], [-3.2143, -2.4358, 0.4214], [-4.0259, -2.2783, 1.5451], [-5.3690, -2.6121, 1.4976], [-5.9228, -3.1125, 0.3266], [-5.1202, -3.2864, -0.7926], [-3.7768, -2.9496, -0.7457], [-3.7137, 0.3665, 0.9467], [-2.7220, 1.8252, 0.8130], [-2.4637, 0.6950, 2.1629], [-3.3502, -0.2962, -1.6138], [-1.8493, -0.8006, -2.4237], [-2.1680, 0.9219, -2.1411], [-1.3601, -2.2566, 1.4831], [-1.1806, -2.6780, -0.2351], [-3.5934, -1.9118, 2.4700], [-5.9838, -2.4993, 2.3809], [-6.9707, -3.3762, 0.2914], [-5.5405, -3.6982, -1.7005], [-3.1548, -3.1021, -1.6208], [5.2446, -2.5783, -1.0597], [3.8576, -2.0830, -0.8472], [2.9781, -2.6876, 0.0683], [1.7701, -2.0798, 0.2938], [1.3979, -0.9929, -0.4023], [2.2599, -0.5358, -1.3332], [1.6518, 0.8855, -2.1175], [3.4723, -1.0126, -1.5470], [5.2510, -3.6508, -1.2587], [5.8427, -2.4239, -0.1585], [5.7085, -2.0520, -1.8886], [3.2590, -3.5870, 0.5975], [1.0638, -2.4607, 1.0216]]}

=====

Entry 3:
{"formula": "C20H25N3O3Zn", "method": "wB97M-V/def2-TZVPD", "e_lumo_ev": 4.927, "charge": -2, "symbols": ["Zn", "N", "C", "C", "O", "N", "C", "C", "O", "O", "H", "H", "H", "H", "H", "H", "C", "N", "C", "C", "C", "C", "C", "C", "C", "C", "H", "H", "H", "H", "H", "H", "H", "H", "H", "H", "H", "H", "C", "C", "C", "C", "C", "C", "C", "H", "H", "H", "H", "H", "H", "H"], "positions_angstrom": [[-0.5432, 0.2172, -0.6905], [-1.5605, 0.2953, 3.7615], [-1.0172, 0.8113, 2.5797], [-2.1156, 1.2842, 1.6905], [-3.1518, 1.8147, 2.1883], [-1.8406, 1.3014, 0.3350], [-2.8474, 1.9953, -0.4861], [-2.5284, 1.7258, -1.9687], [-3.1829, 2.3362, -2.8428], [-1.6029, 0.8366, -2.2017], [-2.5401, 0.6618, 3.8750], [-1.4983, -0.7729, 3.9311], [-0.2721, 0.0974, 2.1611], [-0.3253, 1.6457, 2.8058], [-3.0276, 3.0446, -0.3578], [-3.8279, 1.6168, -0.1967], [2.7655, 1.5995, 2.4588], [2.1968, 0.2490, 2.3573], [2.3493, -0.6230, 3.4662], [2.3166, -0.4639, 1.0790], [2.3667, 0.5247, -0.1193], [3.6334, 1.1435, -0.3761], [3.7130, 2.1712, -1.3420], [2.5694, 2.5827, -1.9960], [1.3393, 2.0222, -1.7116], [1.2724, 0.9715, -0.8129], [3.8797, 1.5475, 2.5072], [2.3504, 1.8825, 3.4395], [2.3588, 2.3051, 1.7714], [3.0043, -0.1628, 4.2356], [2.8578, -1.5866, 3.1726], [1.3733, -0.9859, 3.9014], [1.4319, -1.0452, 0.8542], [3.2131, -1.1767, 1.0991], [4.5412, 0.8467, 0.1431], [4.6976, 2.5195, -1.6321], [2.6473, 3.3638, -2.7142], [0.4428, 2.4185, -2.1712], [-0.1177, -1.9730, -0.9039], [-1.1073, -2.5538, -1.7966], [-2.3163, -3.1101, -1.2094], [-3.3901, -3.4076, -2.0111], [-3.2956, -3.1203, -3.3803], [-2.0828, -2.8298, -4.0004], [-1.0223, -2.4553, -3.2181], [0.9172, -1.9435, -1.3141], [-0.2796, -2.4335, 0.1264], [-2.2908, -3.2670, -0.1417], [-4.2663, -3.8735, -1.5831], [-4.2070, -3.0632, -3.9311], [-1.8588, -2.8258, -5.0758], [-0.1218, -2.1590, -3.7544]]}

=====

Entry 4:
{"formula": "C39H76O8", "method": "wB97M-V/def2-TZVPD", "e_lumo_ev": -0.612, "charge": 0, "smiles": "CCC[C@H](C)C1=CC(=O)c2ccccc2C1=O.CCOCC.CCOCC.CCOCC.CCOCC.CCOCC.CCOCC", "symbols": ["C", "C", "C", "C", "C", "C", "C", "C", "O", "C", "C", "C", "C", "C", "C", "C", "O", "H", "H", "H", "H", "H", "H", "H", "H", "H", "H", "H", "H", "H", "H", "H", "H", "C", "C", "O", "C", "C", "H", "H", "H", "H", "H", "H", "H", "H", "H", "H", "C", "C", "O", "C", "C", "H", "H", "H", "H", "H", "H", "H", "H", "H", "H", "C", "C", "O", "C", "C", "H", "H", "H", "H", "H", "H", "H", "H", "H", "H", "C", "C", "O", "C", "C", "H", "H", "H", "H", "H", "H", "H", "H", "H", "H", "C", "C", "O", "C", "C", "H", "H", "H", "H", "H", "H", "H", "H", "H", "H", "C", "C", "O", "C", "C", "H", "H", "H", "H", "H", "H", "H", "H", "H", "H"], "positions_angstrom": [[0.9816, 1.2347, 1.0070], [1.1078, 0.2348, -0.1630], [1.7969, -1.1018, 0.1624], [3.3197, -1.1708, -0.1751], [3.5248, -2.2705, -1.2275], [4.1325, -1.4835, 1.0537], [5.1333, -2.3677, 1.0950], [5.8671, -2.6527, 2.3479], [7.0232, -2.9848, 2.3540], [5.0611, -2.5036, 3.5851], [5.2863, -3.2635, 4.7279], [4.4565, -3.0809, 5.8356], [3.4236, -2.1391, 5.8017], [3.2181, -1.3589, 4.6656], [4.0391, -1.5586, 3.5588], [3.8534, -0.7587, 2.3226], [3.5473, 0.4024, 2.3560], [1.7138, 2.0277, 0.9137], [1.0967, 0.7209, 1.9537], [-0.0171, 1.6617, 0.9979], [0.0847, -0.0034, -0.4504], [1.5557, 0.7137, -1.0296], [1.2941, -1.8603, -0.4297], [1.5996, -1.3585, 1.2027], [3.6386, -0.2282, -0.6158], [3.3646, -3.2396, -0.7615], [2.7572, -2.1653, -1.9864], [4.5034, -2.2275, -1.6939], [5.4670, -2.9192, 0.2302], [6.0904, -3.9828, 4.7474], [4.6071, -3.6673, 6.7281], [2.8050, -2.0396, 6.6814], [2.4257, -0.6289, 4.6236], [-4.3856, -0.8504, -0.9387], [-3.5929, 0.2682, -0.2922], [-2.4789, 0.7032, -1.0537], [-2.7636, 1.2258, -2.3364], [-3.6588, 2.4529, -2.3232], [-3.7337, -1.6893, -1.1881], [-5.1591, -1.1997, -0.2546], [-4.8733, -0.5313, -1.8615], [-3.1737, -0.0874, 0.6501], [-4.2448, 1.1145, -0.0462], [-3.1893, 0.4475, -2.9811], [-1.7934, 1.4897, -2.7609], [-4.6602, 2.2224, -1.9570], [-3.7618, 2.8541, -3.3329], [-3.2392, 3.2268, -1.6782], [-3.4370, -1.2224, 4.1231], [-4.7715, -1.6736, 3.5535], [-4.6915, -2.1726, 2.2309], [-3.8670, -3.3057, 2.0376], [-4.2992, -4.5277, 2.8304], [-2.9665, -0.4918, 3.4633], [-3.5820, -0.7654, 5.1023], [-2.7429, -2.0553, 4.2471], [-5.4482, -0.8207, 3.4963], [-5.2458, -2.4086, 4.2138], [-2.8196, -3.0596, 2.2487], [-3.9293, -3.5246, 0.9707], [-4.2002, -4.3729, 3.9059], [-3.6816, -5.3852, 2.5612], [-5.3425, -4.7680, 2.6218], [6.5650, 3.6202, -0.2218], [6.0767, 2.2448, -0.6413], [5.2186, 2.2528, -1.7693], [5.7733, 2.7643, -2.9662], [6.9838, 1.9933, -3.4659], [5.7209, 4.2908, -0.0563], [7.1401, 3.5467, 0.7015], [7.2086, 4.0742, -0.9773], [5.4846, 1.8109, 0.1658], [6.9224, 1.5681, -0.8090], [6.0137, 3.8277, -2.8545], [4.9726, 2.6996, -3.7035], [7.8313, 2.0771, -2.7842], [7.2991, 2.3801, -4.4354], [6.7442, 0.9343, -3.5723], [1.0938, 4.0095, 6.5508], [0.7882, 3.1699, 7.7795], [0.5509, 1.8028, 7.4973], [1.6210, 1.1040, 6.8913], [2.8879, 1.0606, 7.7298], [0.3027, 3.9020, 5.8077], [1.1738, 5.0612, 6.8270], [2.0343, 3.7192, 6.0800], [-0.1297, 3.5283, 8.2459], [1.5829, 3.2755, 8.5268], [1.8315, 1.5140, 5.8964], [1.2517, 0.0878, 6.7405], [3.3235, 2.0520, 7.8607], [3.6367, 0.4328, 7.2461], [2.6752, 0.6560, 8.7208], [-1.9666, -4.4878, -3.4758], [-3.4038, -4.5586, -2.9881], [-4.2204, -3.5010, -3.4513], [-4.3749, -3.3980, -4.8540], [-5.0116, -4.6186, -5.4972], [-1.5261, -3.5214, -3.2256], [-1.3731, -5.2745, -3.0087], [-1.8948, -4.6176, -4.5568], [-3.4208, -4.4767, -1.9004], [-3.8501, -5.5282, -3.2377], [-3.4149, -3.1681, -5.3307], [-5.0175, -2.5308, -5.0076], [-4.3756, -5.5015, -5.4165], [-5.1878, -4.4333, -6.5571], [-5.9645, -4.8481, -5.0185], [-2.2563, 3.8977, -6.0832], [-3.4644, 3.0898, -6.5256], [-4.7029, 3.6496, -6.1315], [-4.9879, 4.9424, -6.6327], [-5.0473, 5.0185, -8.1491], [-2.2842, 4.0634, -5.0051], [-1.3356, 3.3697, -6.3331], [-2.2183, 4.8749, -6.5669], [-3.4291, 2.1057, -6.0563], [-3.4443, 2.9218, -7.6084], [-4.2734, 5.6737, -6.2382], [-5.9623, 5.2009, -6.2181], [-4.0766, 4.8215, -8.6066], [-5.3640, 6.0141, -8.4609], [-5.7557, 4.2870, -8.5402]]}